w) Density functional theory data (ωB97M-V/def2-TZVPD) for a single C4H4N2 molecule.

```
10
Properties=species:S:1:pos:R:3:mulliken_charge:R:1
N 0.22063 -1.37773 -2.57752 -0.400
C -0.24262 -0.82201 -1.67254 0.305
C -0.79917 -0.14087 -0.50440 -0.417
C -0.38536 1.28165 -0.17093 -0.386
C 0.11467 0.36223 0.58044 0.182
N 0.89900 -0.04859 1.63853 -0.541
H -1.78557 -0.52132 -0.23351 0.341
H -0.48899 2.31469 -0.46164 0.367
H 1.87959 -0.11108 1.39692 0.279
H 0.58782 -0.93697 2.00465 0.270
```

Results
* total charge: 0

***

x) Density functional theory data (ωB97M-V/def2-TZVPD) for a 3-piece molecular cluster, C4H4N2 overall.

```
10
Properties=species:S:1:pos:R:3:mulliken_charge:R:1
C -0.87593 -1.68409 -0.60977 -0.319
C -1.63752 -1.46929 0.29545 -0.418
H -0.20784 -1.89328 -1.41665 0.340
H -2.30012 -1.26204 1.10660 0.408
C 1.67194 1.34520 -0.43123 -0.403
C 1.38384 0.66101 -1.37697 -0.375
H 1.91581 1.95127 0.41524 0.421
H 1.14146 0.07103 -2.23127 0.371
N -1.03370 0.88568 2.13296 -0.004
N -0.05793 1.39451 2.11563 -0.020
```

Results
* total charge: 0

***

Most stable one: w), least stable one: x).

***

w) Density functional theory data (ωB97M-V/def2-TZVPD) for C4H4N2 as an isolated structure.

```
10
Properties=species:S:1:pos:R:3:mulliken_charge:R:1
C -1.25542 0.29301 -0.23521 -0.244
C -0.41658 1.14770 0.35180 -0.491
N 0.59816 0.17956 0.74862 -0.349
C 1.46329 -0.30880 -0.29149 -0.005
N 0.74216 -1.19521 -0.87302 -0.505
C -0.31389 -0.82865 0.09155 0.243
H -2.22510 0.34801 -0.71267 0.350
H -0.42096 2.19992 0.61479 0.374
H 2.51058 -0.07011 -0.45436 0.343
H -0.62076 -1.63534 0.75445 0.285
```

Results
* total charge: 0

***

x) Density functional theory data (ωB97M-V/def2-TZVPD) for a 2-piece molecular cluster, C4H4N2 overall.

```
10
Properties=species:S:1:pos:R:3:mulliken_charge:R:1
C -1.30333 -0.44410 -0.03578 -0.332
C -0.43955 0.49625 0.02137 0.515
N 0.75566 0.89465 0.05317 -0.479
C 1.47829 -0.27148 -0.00191 -0.153
N 0.92911 -1.46977 -0.07016 -0.460
C -0.41662 -1.56092 -0.08669 -0.018
H 2.55771 -0.16625 0.01408 0.397
H -0.81175 -2.57382 -0.14308 0.399
H -1.37496 2.52901 0.49551 0.065
H -1.37456 2.56644 -0.24651 0.066
```

Results
* total charge: 0

***

y) Density functional theory data (ωB97M-V/def2-TZVPD) for a single C4H4N2 molecule.

```
10
Properties=species:S:1:pos:R:3:mulliken_charge:R:1
C -0.04223 0.95240 0.65173 -1.252
C 0.22462 -0.37561 -0.04219 0.649
C -0.95655 -1.21840 -0.22678 0.103
N -1.90114 -1.87855 -0.31327 -0.365
C 0.51516 0.11084 -1.73805 -0.226
N 1.49981 -0.43281 -1.34129 -0.225
H 0.88358 1.53272 0.68487 0.361
H -0.36999 0.74293 1.67462 0.362
H -0.80952 1.52240 0.12488 0.350
H 0.95627 -0.95592 0.52548 0.244
```

Results
* total charge: 0

***

Most stable one: y), least stable one: x).

***

w) Density functional theory data (ωB97M-V/def2-TZVPD) for a 7-piece molecular cluster, H14O7 overall.

```
21
Properties=species:S:1:pos:R:3:mulliken_charge:R:1
O 0.11018 0.35717 -0.08422 -0.800
H -0.16314 -0.27056 0.61458 0.385
H -0.70564 0.87022 -0.16735 0.378
O 2.90157 -0.40226 0.39312 -0.624
H 1.98771 -0.12498 0.21378 0.348
H 3.41593 0.35745 0.52606 0.320
O -0.50727 -1.74334 1.75836 -0.701
H -0.12015 -1.11772 2.40919 0.308
H 0.17018 -2.42744 1.76772 0.332
O 0.44777 0.60166 -2.97759 -0.626
H 0.47717 0.51133 -2.02760 0.406
H 1.36479 0.40140 -3.27962 0.325
O 1.14354 2.03414 2.58404 -0.606
H 1.13342 1.12149 2.43689 0.296
H 1.01884 2.38283 1.72931 0.319
O -2.37116 1.20745 -1.23198 -0.621
H -2.15730 0.36622 -1.59822 0.272
H -2.38848 1.89597 -1.85989 0.320
O -1.89789 -2.39575 -0.54136 -0.623
H -2.06888 -1.62001 -1.02753 0.258
H -1.79119 -2.00527 0.36231 0.335
```

Results
* total charge: 0

***

x) Density functional theory data (ωB97M-V/def2-TZVPD) for a 7-piece molecular cluster, H14O7 overall.

```
21
Properties=species:S:1:pos:R:3:mulliken_charge:R:1
O 1.10262 -1.96305 1.29614 -0.688
H 1.96162 -1.82305 0.99714 0.306
H 1.22962 -2.30405 2.17614 0.281
O 1.76162 2.17895 -0.10986 -0.562
H 2.65262 2.06995 0.19714 0.285
H 1.30962 1.81095 0.63314 0.333
O -0.25638 0.41595 1.08414 -0.683
H 0.33462 -0.36805 1.11114 0.454
H -0.35038 0.62195 0.20714 0.328
O -0.62438 -2.48105 -0.83886 -0.649
H -0.13438 -1.78805 -1.31386 0.279
H -0.01938 -2.53205 -0.02986 0.387
O -2.32138 -0.89605 2.51714 -0.630
H -1.81638 -0.11305 2.34014 0.287
H -2.74238 -0.99105 1.64914 0.319
O 0.53062 0.16395 -2.19586 -0.570
H 0.44462 1.09695 -2.00286 0.241
H 1.48362 0.15095 -2.47886 0.322
O -1.45438 1.89895 -1.74186 -0.632
H -0.78838 2.59795 -1.61986 0.318
H -2.30338 2.25295 -1.87686 0.273
```

Results
* total charge: 0

***

y) Density functional theory data (ωB97M-V/def2-TZVPD) for a 7-piece molecular cluster, H14O7 overall.

```
21
Properties=species:S:1:pos:R:3:mulliken_charge:R:1
O -0.80812 1.36800 -1.16426 -0.789
H -0.61673 0.52536 -1.63828 0.358
H -1.64913 1.19666 -0.65741 0.434
O 0.99991 -0.45502 1.88834 -0.729
H 1.00995 0.51348 1.67416 0.397
H 1.18107 -0.54525 2.85032 0.285
O 2.38325 -0.51428 -0.52464 -0.801
H 2.29290 0.46384 -0.50685 0.387
H 2.14383 -0.72651 0.39844 0.412
O 0.11716 -1.16706 -1.74630 -0.788
H 0.29128 -1.66609 -2.56913 0.300
H 1.01412 -1.01304 -1.34788 0.454
O -1.21597 -1.63775 0.66961 -0.789
H -0.48698 -1.33904 1.22857 0.449
H -0.77517 -1.62243 -0.21201 0.427
O 1.27134 1.80148 0.37672 -0.775
H 0.45216 1.73823 -0.22033 0.500
H 1.55392 2.73854 0.36668 0.284
O -2.89798 0.48768 0.35809 -0.779
H -2.85913 0.99591 1.19305 0.320
H -2.34877 -0.32403 0.58005 0.444
```

Results
* total charge: 0

***

z) Density functional theory data (ωB97M-V/def2-TZVPD) for a 7-piece molecular cluster, H14O7 overall.

```
21
Properties=species:S:1:pos:R:3:mulliken_charge:R:1
O -1.22324 -2.24552 -1.05916 -0.743
H -0.64916 -2.69989 -1.67144 0.304
H -1.26728 -1.28074 -1.37079 0.442
O 1.46574 0.60708 -1.34783 -0.723
H 1.80629 1.25615 -2.00895 0.307
H 1.34954 1.15974 -0.55131 0.378
O 2.61895 -1.01218 0.67701 -0.748
H 2.62248 -0.18579 1.23035 0.325
H 2.42909 -0.71941 -0.22406 0.395
O -0.15050 -1.43016 1.42901 -0.740
H -0.57506 -1.85843 0.64770 0.399
H 0.80437 -1.42451 1.24614 0.380
O -1.37723 0.41196 -1.35360 -0.771
H -1.88123 0.44433 -0.50321 0.389
H -0.47803 0.74769 -1.06467 0.472
O 0.19717 2.24444 0.24983 -0.725
H -0.41218 2.01293 0.99514 0.320
H -0.32937 2.76758 -0.39691 0.334
O -1.63001 0.72102 1.45149 -0.739
H -2.35017 0.47294 2.04955 0.271
H -0.97016 0.01077 1.57569 0.474
```

Results
* total charge: 0

***

Most stable one: y), least stable one: x).

***

w) Density functional theory data (ωB97M-V/def2-TZVPD) for a 7-piece molecular cluster, H14O7 overall.

```
21
Properties=species:S:1:pos:R:3:mulliken_charge:R:1
O -1.58626 2.81412 1.68316 -0.595
H -1.53904 2.90305 0.72710 0.311
H -0.88377 2.19508 1.89621 0.280
O 2.10199 -3.13294 -0.72047 -0.647
H 1.87439 -2.39498 -1.31191 0.395
H 3.02631 -3.32836 -0.89414 0.306
O -0.36405 -1.62235 3.47038 -0.635
H -0.80529 -0.81676 3.75751 0.330
H 0.47034 -1.32976 3.09299 0.303
O 1.24715 3.06739 -0.04899 -0.623
H 0.87598 2.17634 -0.06470 0.331
H 1.43524 3.26943 -0.96993 0.310
O -0.23752 0.22748 -0.10925 -0.659
H 0.15378 0.07262 -0.97717 0.317
H 0.14156 -0.46029 0.45005 0.315
O 1.47579 -1.01475 -2.45977 -0.712
H 2.13588 -1.07895 -3.15900 0.307
H 0.64092 -1.21419 -2.90057 0.347
O -3.55788 0.18224 -0.29289 -0.614
H -2.62885 -0.07543 -0.27351 0.329
H -3.97667 -0.43901 -0.89510 0.303
```

Results
* total charge: 0

***

x) Density functional theory data (ωB97M-V/def2-TZVPD) for a 7-piece molecular cluster, H14O7 overall.

```
21
Properties=species:S:1:pos:R:3:mulliken_charge:R:1
O 1.07803 0.30309 -1.63111 -0.794
H 0.48284 -0.45683 -1.46755 0.447
H 1.88532 0.01928 -1.17999 0.400
O 2.80908 -0.24047 0.28254 -0.779
H 2.76962 0.70700 0.44099 0.313
H 1.92689 -0.60630 0.48564 0.444
O 0.46806 -1.11866 1.37348 -0.735
H -0.21418 -0.41403 1.48414 0.409
H -0.03223 -1.78070 0.86952 0.399
O -0.27624 -2.01687 -0.84908 -0.772
H -0.46479 -2.93570 -1.07648 0.293
H -1.17439 -1.65338 -0.63458 0.426
O -1.04588 1.14416 1.80264 -0.664
H -0.68083 1.69867 2.49831 0.276
H -0.90067 1.57132 0.94640 0.405
O -2.29883 -0.33610 -0.23607 -0.725
H -1.90411 0.51557 -0.48865 0.359
H -2.48362 -0.26674 0.70467 0.343
O -0.69791 2.05314 -0.78421 -0.739
H 0.10768 1.60026 -1.14672 0.418
H -0.88996 2.81939 -1.32062 0.276
```

Results
* total charge: 0

***

Most stable one: x), least stable one: w).

***

w) Density functional theory data (ωB97M-V/def2-TZVPD) for a 7-piece molecular cluster, H14O7 overall.

```
21
Properties=species:S:1:pos:R:3:mulliken_charge:R:1
O -1.10654 0.46091 -0.61111 -0.765
H -0.19179 0.40316 -0.31296 0.371
H -1.52775 -0.31653 -0.22750 0.305
O -0.94374 0.99235 -2.90523 -0.609
H -0.79826 0.37422 -2.18014 0.373
H -0.29242 0.73464 -3.56732 0.285
O 4.02224 1.12060 0.93423 -0.611
H 3.72170 2.03370 1.00435 0.320
H 3.83903 0.74602 1.80321 0.290
O -1.08112 2.01196 0.64371 -0.587
H -1.95375 1.60745 0.58147 0.315
H -0.92653 2.09138 1.59175 0.289
O -5.19906 -1.17829 0.49808 -0.626
H -4.65199 -0.42065 0.73405 0.312
H -4.59227 -1.92625 0.53496 0.315
O 0.90976 -0.76440 2.00919 -0.558
H 1.06963 -1.68955 2.22721 0.300
H 1.50725 -0.27997 2.58998 0.286
O 3.07160 -1.92995 -1.59330 -0.619
H 2.94495 -2.37807 -2.43718 0.317
H 2.17906 -1.69272 -1.31747 0.298
```

Results
* total charge: 0

***

x) Density functional theory data (ωB97M-V/def2-TZVPD) for a 7-piece molecular cluster, H14O7 overall.

```
21
Properties=species:S:1:pos:R:3:mulliken_charge:R:1
O -0.98701 1.21203 1.38085 -0.748
H -0.70285 1.80477 0.70370 0.396
H -1.73784 0.67395 0.90934 0.410
O 1.27563 -1.80469 -0.41267 -0.773
H 1.11390 -1.43474 0.48832 0.482
H 1.36515 -2.81584 -0.35446 0.289
O 2.44618 0.62879 -0.33978 -0.764
H 2.07795 0.58137 0.56897 0.380
H 2.29604 -0.32351 -0.65950 0.413
O 0.01443 2.17711 -0.95290 -0.724
H 0.04737 3.10567 -1.35306 0.301
H 0.97742 1.87454 -1.18239 0.389
O -1.07666 -0.78348 -1.59852 -0.725
H -0.20902 -1.39023 -1.63403 0.379
H -0.71960 0.09660 -1.92090 0.324
O 0.98886 -0.47934 1.64468 -0.806
H 0.11747 0.12681 1.52691 0.493
H 1.07077 -0.69826 2.63103 0.286
O -3.01984 -0.52166 0.18467 -0.769
H -3.14412 -1.32553 0.80345 0.332
H -2.19424 -0.70437 -0.43369 0.438
```

Results
* total charge: 0

***

Most stable one: x), least stable one: w).